Computed, not measured: 10 unconnected molecules or ions with the total composition C38H92F24N6O4P4, with ωB97M-V with the def2-TZVPD basis set.

Bonds (Å) are listed after each position.
Atoms and positions in Å:
1 C 18.308 -6.602 -6.560  C2 1.539, H8 1.090, H9 1.090, H10 1.090
2 C 19.207 -5.740 -5.657  C1 1.539, O3 1.185, N4 1.544
3 O 19.044 -4.613 -5.326  C2 1.185
4 N 20.448 -6.532 -5.190  C2 1.544, H5 1.010, H6 1.010, C7 1.518
5 H 20.378 -7.532 -5.315  N4 1.010
6 H 21.180 -6.245 -5.824  N4 1.010
7 C 20.875 -6.172 -3.779  N4 1.518, H11 1.090, H12 1.090, H13 1.090
8 H 17.761 -6.017 -7.300  C1 1.090
9 H 17.608 -7.239 -6.020  C1 1.090
10 H 18.977 -7.211 -7.168  C1 1.090
11 H 21.032 -5.094 -3.762  C7 1.090
12 H 21.869 -6.548 -3.537  C7 1.090
13 H 20.023 -6.496 -3.181  C7 1.090
14 C 26.760 -9.713 -7.176  C15 1.538, H21 1.090, H22 1.090, H23 1.090
15 C 26.004 -8.384 -7.342  C14 1.538, O16 1.198, N17 1.566
16 O 26.074 -7.703 -8.326  C15 1.198
17 N 25.215 -7.884 -6.085  C15 1.566, H18 1.010, H19 1.010, C20 1.511
18 H 24.383 -7.391 -6.375  N17 1.010
19 H 24.926 -8.620 -5.458  N17 1.010
20 C 25.985 -6.940 -5.192  N17 1.511, H24 1.090, H25 1.090, H26 1.090
21 H 27.507 -9.533 -6.403  C14 1.090
22 H 27.187 -10.076 -8.110  C14 1.090
23 H 26.126 -10.469 -6.713  C14 1.090
24 H 25.250 -6.512 -4.511  C20 1.090
25 H 26.450 -6.179 -5.818  C20 1.090
26 H 26.675 -7.522 -4.581  C20 1.090
27 C 21.691 -14.114 -5.771  N28 1.494, H34 1.090, H35 1.090, H36 1.090
28 N 22.057 -14.089 -4.323  C27 1.494, C29 1.546, C30 1.538, C31 1.563
29 C 22.648 -15.489 -4.039  N28 1.546, H37 1.090, H38 1.090, H39 1.090
30 C 23.142 -13.028 -4.073  N28 1.538, H40 1.090, H41 1.090, H42 1.090
31 C 20.822 -13.831 -3.399  N28 1.563, C32 1.482, H43 1.090, H44 1.090
32 C 20.359 -12.453 -3.108  C31 1.482, O33 1.420, H45 1.090, H46 1.090
33 O 19.975 -11.848 -4.334  C32 1.420, H47 0.960
34 H 22.565 -14.246 -6.408  C27 1.090
35 H 21.164 -13.210 -6.076  C27 1.090
36 H 21.070 -14.957 -6.075  C27 1.090
37 H 21.917 -16.272 -4.244  C29 1.090
38 H 22.880 -15.494 -2.974  C29 1.090
39 H 23.587 -15.585 -4.585  C29 1.090
40 H 22.761 -12.021 -4.248  C30 1.090
41 H 23.912 -13.245 -4.814  C30 1.090
42 H 23.596 -13.203 -3.098  C30 1.090
43 H 21.026 -14.383 -2.481  C31 1.090
44 H 20.011 -14.448 -3.786  C31 1.090
45 H 21.074 -11.927 -2.476  C32 1.090
46 H 19.491 -12.590 -2.463  C32 1.090
47 H 19.813 -10.902 -4.332  O33 0.960
48 C 17.245 -11.883 -9.954  N49 1.609, H55 1.090, H56 1.090, H57 1.090
49 N 18.332 -12.335 -8.857  C48 1.609, C50 1.575, C51 1.522, C52 1.560
50 C 18.220 -13.902 -8.755  N49 1.575, H58 1.090, H59 1.090, H60 1.090
51 C 19.732 -12.015 -9.359  N49 1.522, H61 1.090, H62 1.090, H63 1.090
52 C 18.303 -11.756 -7.408  N49 1.560, C53 1.587, H64 1.090, H65 1.090
53 C 17.063 -12.073 -6.469  C52 1.587, O54 1.435, H66 1.090, H67 1.090
54 O 15.877 -11.654 -7.159  C53 1.435, H68 0.960
55 H 17.179 -10.807 -10.119  C48 1.090
56 H 16.268 -12.283 -9.684  C48 1.090
57 H 17.592 -12.265 -10.914  C48 1.090
58 H 18.222 -14.283 -9.776  C50 1.090
59 H 17.293 -14.050 -8.201  C50 1.090
60 H 19.077 -14.269 -8.190  C50 1.090
61 H 19.670 -11.006 -9.765  C51 1.090
62 H 19.904 -12.647 -10.230  C51 1.090
63 H 20.454 -12.087 -8.545  C51 1.090
64 H 18.258 -10.691 -7.640  C52 1.090
65 H 19.194 -11.983 -6.824  C52 1.090
66 H 17.183 -11.433 -5.595  C53 1.090
67 H 16.965 -13.128 -6.211  C53 1.090
68 H 15.950 -10.748 -7.469  O54 0.960
69 C 23.085 -5.727 -16.034  C70 1.489, H81 1.090, H82 1.090, H83 1.090
70 C 21.934 -4.991 -15.443  C69 1.489, C71 1.528, H84 1.090, H85 1.090
71 C 21.800 -4.771 -13.936  C70 1.528, C72 1.568, H86 1.090, H87 1.090
72 C 21.685 -6.087 -13.092  C71 1.568, N73 1.555, H88 1.090, H89 1.090
73 N 21.880 -5.823 -11.572  C72 1.555, C74 1.530, C77 1.542, C78 1.518
74 C 21.888 -7.189 -10.883  N73 1.530, C75 1.574, H90 1.090, H91 1.090
75 C 20.342 -7.380 -10.657  C74 1.574, C76 1.507, H92 1.090, H93 1.090
76 C 19.778 -6.055 -10.214  C75 1.507, C77 1.533, H94 1.090, H95 1.090
77 C 20.646 -5.081 -11.021  N73 1.542, C76 1.533, H96 1.090, H97 1.090
78 C 23.226 -5.145 -11.387  N73 1.518, C79 1.553, H98 1.090, H99 1.090
79 C 24.535 -5.823 -11.875  C78 1.553, C80 1.551, H100 1.090, H101 1.090
80 C 25.710 -4.984 -11.308  C79 1.551, H102 1.090, H103 1.090, H104 1.090
81 H 23.314 -6.669 -15.536  C69 1.090
82 H 24.002 -5.145 -15.946  C69 1.090
83 H 22.872 -5.822 -17.099  C69 1.090
84 H 21.043 -5.511 -15.795  C70 1.090
85 H 21.796 -4.009 -15.896  C70 1.090
86 H 20.844 -4.254 -13.853  C71 1.090
87 H 22.515 -4.059 -13.523  C71 1.090
88 H 22.496 -6.767 -13.351  C72 1.090
89 H 20.756 -6.628 -13.271  C72 1.090
90 H 22.363 -7.035 -9.915  C74 1.090
91 H 22.441 -7.901 -11.496  C74 1.090
92 H 20.119 -8.082 -9.853  C75 1.090
93 H 19.926 -7.621 -11.636  C75 1.090
94 H 20.112 -5.842 -9.199  C76 1.090
95 H 18.707 -6.040 -10.417  C76 1.090
96 H 21.040 -4.260 -10.421  C77 1.090
97 H 20.092 -4.630 -11.844  C77 1.090
98 H 23.264 -5.142 -10.298  C78 1.090
99 H 23.193 -4.101 -11.699  C78 1.090
100 H 24.545 -5.953 -12.957  C79 1.090
101 H 24.541 -6.784 -11.360  C79 1.090
102 H 25.754 -4.033 -11.840  C80 1.090
103 H 26.630 -5.501 -11.580  C80 1.090
104 H 25.588 -4.712 -10.260  C80 1.090
105 C 25.389 -8.513 -14.110  C106 1.551, H117 1.090, H118 1.090, H119 1.090
106 C 25.843 -9.995 -14.059  C105 1.551, C107 1.536, H120 1.090, H121 1.090
107 C 25.236 -10.629 -12.798  C106 1.536, C108 1.547, H122 1.090, H123 1.090
108 C 25.830 -11.992 -12.372  C107 1.547, N109 1.541, H124 1.090, H125 1.090
109 N 24.950 -12.784 -11.385  C108 1.541, C110 1.533, C113 1.594, C114 1.587
110 C 25.853 -13.886 -10.819  N109 1.533, C111 1.517, H126 1.090, H127 1.090
111 C 25.792 -13.670 -9.319  C110 1.517, C112 1.479, H128 1.090, H129 1.090
112 C 24.590 -12.893 -8.945  C111 1.479, C113 1.555, H130 1.090, H131 1.090
113 C 24.384 -11.940 -10.156  N109 1.594, C112 1.555, H132 1.090, H133 1.090
114 C 23.651 -13.371 -12.081  N109 1.587, C115 1.618, H134 1.090, H135 1.090
115 C 23.950 -14.304 -13.370  C114 1.618, C116 1.562, H136 1.090, H137 1.090
116 C 22.805 -15.227 -13.894  C115 1.562, H138 1.090, H139 1.090, H140 1.090
117 H 25.668 -7.948 -13.221  C105 1.090
118 H 24.305 -8.622 -14.078  C105 1.090
119 H 25.623 -7.920 -14.994  C105 1.090
120 H 26.921 -9.981 -13.900  C106 1.090
121 H 25.541 -10.523 -14.963  C106 1.090
122 H 24.157 -10.752 -12.892  C107 1.090
123 H 25.189 -9.906 -11.984  C107 1.090
124 H 26.703 -11.788 -11.751  C108 1.090
125 H 25.989 -12.615 -13.252  C108 1.090
126 H 25.416 -14.854 -11.066  C110 1.090
127 H 26.905 -13.789 -11.084  C110 1.090
128 H 25.650 -14.675 -8.921  C111 1.090
129 H 26.690 -13.250 -8.866  C111 1.090
130 H 23.701 -13.513 -8.828  C112 1.090
131 H 24.699 -12.369 -7.996  C112 1.090
132 H 23.364 -11.671 -10.428  C113 1.090
133 H 24.984 -11.032 -10.212  C113 1.090
134 H 23.087 -12.449 -12.227  C114 1.090
135 H 23.152 -13.870 -11.251  C114 1.090
136 H 24.747 -14.987 -13.076  C115 1.090
137 H 24.300 -13.676 -14.189  C115 1.090
138 H 22.503 -15.934 -13.122  C116 1.090
139 H 23.067 -15.849 -14.749  C116 1.090
140 H 22.023 -14.655 -14.394  C116 1.090
141 P 23.591 -4.474 -6.885  F142 1.583, F143 1.621, F144 1.642, F145 1.653, F146 1.654, F147 1.688
142 F 25.101 -4.407 -6.418  P141 1.583
143 F 23.213 -3.100 -6.112  P141 1.621
144 F 23.983 -3.579 -8.205  P141 1.642
145 F 22.011 -4.612 -7.350  P141 1.653
146 F 23.857 -5.806 -7.830  P141 1.654
147 F 23.125 -5.503 -5.630  P141 1.688
148 P 22.225 -9.693 -7.172  F149 1.613, F150 1.632, F151 1.601, F152 1.642, F153 1.689, F154 1.655
149 F 23.362 -9.863 -6.040  P148 1.613
150 F 22.139 -11.316 -7.324  P148 1.632
151 F 21.129 -9.694 -6.004  P148 1.601
152 F 21.025 -9.454 -8.266  P148 1.642
153 F 22.292 -8.037 -6.843  P148 1.689
154 F 23.512 -9.526 -8.199  P148 1.655
155 P 24.898 -9.136 -2.021  F156 1.643, F157 1.571, F158 1.606, F159 1.676, F160 1.616, F161 1.660
156 F 24.583 -9.289 -3.626  P155 1.643
157 F 24.873 -10.698 -1.853  P155 1.571
158 F 26.418 -9.166 -2.538  P155 1.606
159 F 25.481 -8.961 -0.459  P155 1.676
160 F 24.892 -7.527 -2.167  P155 1.616
161 F 23.305 -9.113 -1.554  P155 1.660
162 P 17.816 -8.963 -3.070  F163 1.670, F164 1.651, F165 1.625, F166 1.615, F167 1.629, F168 1.681
163 F 16.518 -9.040 -2.022  P162 1.670
164 F 16.841 -9.755 -4.142  P162 1.651
165 F 17.227 -7.551 -3.619  P162 1.625
166 F 19.080 -8.974 -4.075  P162 1.615
167 F 18.713 -8.070 -2.046  P162 1.629
168 F 18.406 -10.426 -2.489  P162 1.681

Output
- Total charge: +1
- Expectation value of S²: 0.751
- 2S+1: 2
- Lowest unoccupied orbital energy (alpha / beta): -2.23 / -2.37 eV
- Kohn-Sham gap (alpha / beta): 2.86 / 10.32 eV